No. 1
# C4H11N2O

A structure of composition C4H11N2O in a non-equilibrium geometry (wB97M-V/def2-TZVPD, OMol25).

```
18
C4H11N2O (wB97M-V/def2-TZVPD)
C 1.63051 -2.04706 0.10467
C 0.52914 -1.00766 0.38804
C 0.89219 0.45116 0.28769
C -0.39076 1.21399 -0.03828
N -1.06460 1.77777 1.05456
O -0.94314 1.03360 -1.19084
N -0.57829 -1.18091 -0.72145
H 1.46608 -2.99460 0.61855
H 1.70086 -2.24332 -0.97031
H 2.52140 -1.51257 0.45059
H 0.10391 -1.16728 1.36955
H 1.48244 0.46768 -0.63385
H 1.45179 0.83966 1.12515
H -1.02186 1.52063 2.02936
H -1.76228 2.48720 0.90306
H -0.19078 -1.77190 -1.43725
H -1.40841 -1.58204 -0.29401
H -0.80920 -0.16996 -1.09473
```

Values from the calculation:
Multiplicity: 2
Maximum force: 4.49 eV/A
HOMO-LUMO gap (spin up / spin down): 4.708 / 9.181 eV
Expectation value of S²: 0.75
Energy above the lowest of the compared OMol25 structures with the same formula, charge and spin: 1.554 eV
Energy: -9350.96393 eV



No. 2
# C37H43ClFN3Si

A cluster of 3 separate species, C37H43ClFN3Si in total in a non-equilibrium geometry (wB97M-V/def2-TZVPD, OMol25).

```
86
C37H43ClFN3Si (wB97M-V/def2-TZVPD)
Cl -2.23626 6.91927 4.05925
C -1.55493 5.28940 4.42305
N -1.63826 4.35217 3.26332
C -3.07959 4.08683 2.83761
C -3.10308 3.08983 1.71906
N -1.70097 2.66897 1.42976
F -1.75492 1.43298 0.21288
C -1.08066 2.02901 2.61571
C -1.03525 3.04303 3.71700
C -0.91606 3.83830 0.95192
C -0.84131 4.84665 2.06058
H -0.50237 5.43591 4.70513
H -2.13029 4.88094 5.26641
H -3.59409 3.72640 3.73600
H -3.50460 5.05899 2.57874
H -3.66096 2.18589 1.98594
H -3.50704 3.52275 0.79639
H -1.70339 1.16806 2.87988
H -0.07988 1.69083 2.32631
H -0.01767 3.27557 4.04721
H -1.60579 2.73982 4.59998
H 0.07880 3.47967 0.65987
H -1.43243 4.24569 0.07351
H -1.25546 5.82481 1.80456
H 0.17974 5.00931 2.42433
C -1.45729 -4.43208 0.38754
C -0.57731 -4.93680 -0.57255
C 0.53214 -4.18446 -0.97367
C 0.75244 -2.91309 -0.42197
Si 2.10317 -1.83262 -1.10900
C 2.59400 -0.58332 0.18053
C 3.69449 -0.82108 1.01330
C 4.08123 0.13534 1.96113
C 3.38804 1.34668 2.06218
C 2.28283 1.58853 1.23607
C 1.86129 0.60606 0.32900
C 3.50400 -2.94004 -1.62712
C 4.03586 -3.82684 -0.67640
C 5.09689 -4.67719 -1.01283
C 5.62952 -4.65120 -2.30761
C 5.09082 -3.78191 -3.26362
C 4.02358 -2.93452 -2.92995
C 1.47087 -0.84839 -2.60602
C 2.47374 0.17870 -3.16019
C 1.65244 1.41883 -3.53885
C 0.23578 1.22276 -2.98332
N 0.23737 -0.10419 -2.38312
C -0.89273 -0.69379 -1.93746
C -2.03804 -0.05903 -1.51774
C -3.24743 -0.83148 -1.26865
C -4.34891 -0.26395 -0.58262
C -5.51847 -0.99785 -0.37310
C -5.63533 -2.30833 -0.85654
C -4.56600 -2.88067 -1.55632
C -3.40094 -2.14389 -1.77291
C -0.09074 -2.44580 0.59715
C -1.21246 -3.18672 0.97160
H -2.33530 -5.00930 0.68528
H -0.75165 -5.91696 -1.02053
H 1.22509 -4.57835 -1.72102
H 4.25297 -1.75544 0.91878
H 4.92956 -0.06298 2.61475
H 3.69775 2.10345 2.78213
H 1.75695 2.54147 1.28349
H 0.95769 0.76964 -0.26303
H 3.61741 -3.86086 0.33388
H 5.50209 -5.35496 -0.26218
H 6.45871 -5.30888 -2.57098
H 5.49774 -3.75986 -4.27477
H 3.59009 -2.27879 -3.68750
H 1.30328 -1.66381 -3.33689
H 3.22716 0.42780 -2.40141
H 3.00170 -0.25486 -4.01179
H 2.09537 2.33142 -3.13938
H 1.59629 1.51505 -4.62841
H -0.02944 1.97888 -2.22584
H -0.52288 1.29489 -3.78074
H -0.87439 -1.78914 -1.94375
H -2.11615 1.01024 -1.58605
H -4.25867 0.75995 -0.22594
H -6.34254 -0.54844 0.17492
H -6.55081 -2.88157 -0.69929
H -4.63080 -3.89522 -1.93968
H -2.60146 -2.59947 -2.36332
H 0.12056 -1.48998 1.08477
H -1.89445 -2.78266 1.72318
```

Values from the calculation:
Maximum force: 2.92 eV/A
HOMO-LUMO gap: 4.525 eV
Charge: +2
Energy: -66636.41236 eV



No. 3
# C33H78GaNO5P

A structure of composition C33H78GaNO5P in a non-equilibrium geometry (wB97M-V/def2-TZVPD, OMol25).

```
119
C33H78GaNO5P (wB97M-V/def2-TZVPD)
C -2.12908 2.92915 -0.80183
C -1.34250 1.93504 -0.48714
Ga 0.24466 2.15867 0.76265
C -0.23424 1.63733 2.70512
O -0.30621 2.82197 3.55369
N -0.13137 2.57823 4.89710
O -0.66440 1.60121 5.29336
P 1.95115 0.65591 0.03384
O 1.80675 0.27227 -1.38607
O 1.97916 -0.71915 0.93049
O 3.39282 1.43023 0.25536
H -2.10190 3.85101 -0.23151
H -2.86862 2.88407 -1.59520
H -1.59150 0.97012 -0.92254
H 0.82915 3.65219 0.68651
H -1.19539 1.12985 2.69045
H 0.50994 0.93569 3.07945
H 2.10978 -1.45388 0.30811
H 3.17006 2.33083 0.53797
C 7.66746 -0.70076 4.76763
C 6.84228 0.47574 5.28081
C 5.42458 0.08617 5.69528
C 4.55106 -0.47029 4.56934
C 4.37620 0.45412 3.36493
C 3.68331 1.76904 3.70950
H 7.23188 -1.13659 3.86770
H 8.68059 -0.37770 4.51958
H 7.74302 -1.48326 5.52648
H 6.81438 1.26186 4.52197
H 7.35068 0.90528 6.14946
H 4.93540 0.95822 6.13861
H 5.48144 -0.66273 6.49334
H 3.56395 -0.70378 4.98135
H 4.96293 -1.42385 4.22419
H 3.78187 -0.06741 2.61242
H 5.34437 0.66152 2.89925
H 2.69536 1.58718 4.13835
H 3.55318 2.36986 2.81019
H 4.26448 2.36066 4.42055
C -4.96625 1.19832 0.04113
C -5.65836 1.28604 -1.31506
C -6.87281 2.21341 -1.31815
C -8.01215 1.79233 -0.38893
C -8.57459 0.39536 -0.64650
C -9.19551 0.23740 -2.03126
H -5.62665 0.78007 0.80488
H -4.08754 0.55764 -0.02331
H -4.63430 2.18216 0.37265
H -5.94331 0.28321 -1.64786
H -4.93863 1.65899 -2.04820
H -7.25024 2.29802 -2.34230
H -6.55032 3.22018 -1.03461
H -8.82372 2.52259 -0.48165
H -7.67627 1.85043 0.64999
H -9.33994 0.18659 0.10658
H -7.79489 -0.35792 -0.50662
H -10.00467 0.95650 -2.17863
H -9.61306 -0.76421 -2.15038
H -8.45908 0.38264 -2.82267
C -3.54771 1.65198 11.77099
C -4.35595 2.37952 10.70045
C -4.48255 1.59212 9.39739
C -3.16108 1.30558 8.68207
C -2.33645 2.54072 8.32407
C -3.04410 3.48090 7.35407
H -2.51742 1.48436 11.45457
H -3.51788 2.23829 12.69153
H -3.99627 0.68416 12.00626
H -3.91295 3.36076 10.51091
H -5.36097 2.56669 11.09002
H -5.15189 2.13370 8.72284
H -4.97726 0.63749 9.60650
H -3.37725 0.74868 7.76529
H -2.54901 0.63945 9.29756
H -1.40082 2.21041 7.86826
H -2.05949 3.08864 9.23048
H -3.29300 2.96393 6.42543
H -2.39685 4.32272 7.10436
H -3.96411 3.88690 7.78032
C 3.99081 -3.44193 -1.79998
C 3.29406 -2.55214 -2.82629
C 3.10216 -3.23202 -4.18052
C 4.39285 -3.62661 -4.90065
C 5.36413 -2.47719 -5.16541
C 4.78974 -1.39618 -6.07512
H 5.00224 -3.71031 -2.11250
H 4.07092 -2.92469 -0.84177
H 3.42694 -4.36416 -1.63608
H 3.85017 -1.61977 -2.94043
H 2.31377 -2.27241 -2.43712
H 2.51292 -2.57100 -4.82338
H 2.49550 -4.13419 -4.04309
H 4.12842 -4.09345 -5.85696
H 4.91104 -4.39970 -4.32506
H 6.26469 -2.88720 -5.63281
H 5.68646 -2.02828 -4.22233
H 4.49654 -1.81824 -7.04029
H 5.53495 -0.62084 -6.26120
H 3.91785 -0.91508 -5.63029
C 0.97931 -4.03844 -7.99139
C 1.81755 -3.54439 -9.16689
C 1.82113 -2.02302 -9.30632
C 0.45585 -1.39150 -9.58059
C -0.25498 -1.90487 -10.83210
C 0.51002 -1.62446 -12.12224
H -0.07312 -3.77406 -8.10510
H 1.03965 -5.12545 -7.91251
H 1.33967 -3.61520 -7.05125
H 1.46688 -4.01257 -10.09147
H 2.84860 -3.88062 -9.02507
H 2.51770 -1.74444 -10.10307
H 2.22570 -1.58419 -8.38903
H 0.58694 -0.30826 -9.66737
H -0.19735 -1.54361 -8.71713
H -1.23491 -1.42391 -10.89413
H -0.44649 -2.97822 -10.74584
H 0.67864 -0.55286 -12.24846
H -0.05621 -1.97745 -12.98616
H 1.47786 -2.12786 -12.13577
```

Values from the calculation:
Maximum force: 1.88 eV/A
HOMO-LUMO gap: 7.924 eV
Charge: -1
Energy: -108879.97940 eV



No. 4
# C20H31N2O5S

A cluster of 2 separate species, C20H31N2O5S in total in a non-equilibrium geometry (wB97M-V/def2-TZVPD, OMol25).

```
59
C20H31N2O5S (wB97M-V/def2-TZVPD)
C -3.28316 -4.59915 -0.80033
C -1.84300 -4.08687 -0.72348
S -1.88923 -2.57637 0.27171
C -0.16697 -2.16628 0.66511
C 0.48202 -0.91507 -0.00688
C 1.14031 -0.11627 1.14514
C 2.17082 0.88906 0.70857
N 3.39366 0.88480 1.04763
C 1.54546 -1.34196 -1.02192
C 1.04844 -1.95892 -2.34578
C 2.00823 -1.53916 -3.47547
C 1.09360 -3.50344 -2.27980
N -0.36458 -1.56619 -2.66714
O -0.63147 -1.75858 -3.90459
C -0.86051 -0.24354 -2.17956
C -2.38276 -0.23865 -2.36150
C -0.30567 0.90963 -3.02175
C -0.53367 0.01185 -0.68783
H -3.30051 -5.57077 -1.28577
H -3.88307 -3.89574 -1.37778
H -3.73556 -4.65313 0.18858
H -1.52941 -3.81629 -1.72921
H -1.17951 -4.83844 -0.30444
H 0.44593 -3.05329 0.51722
H -0.18015 -2.00277 1.74224
H 1.59308 -0.78668 1.87858
H 0.33419 0.41022 1.66274
H 1.85017 1.68655 0.03705
H 3.57168 0.09598 1.67215
H 2.22440 -0.52309 -1.25492
H 2.16057 -2.10790 -0.54212
H 1.79334 -0.55069 -3.86641
H 3.01798 -1.57611 -3.06813
H 1.95706 -2.25643 -4.28895
H 1.06443 -3.88607 -1.26454
H 0.29502 -3.92369 -2.88561
H 2.02753 -3.85362 -2.71975
H -2.86644 -0.92439 -1.67183
H -2.77527 0.76074 -2.17978
H -2.64113 -0.52180 -3.38011
H 0.77273 1.02594 -2.90653
H -0.56648 0.80638 -4.07096
H -0.75601 1.82877 -2.64953
H -1.45218 0.07010 -0.10562
H -0.10884 1.01617 -0.64846
C 1.48333 5.01751 4.15342
C 1.17237 3.91735 3.45345
C -0.25592 3.47864 3.25708
O -0.45194 2.48170 2.58568
C -1.31368 4.26036 3.86810
C -0.99991 5.35635 4.57185
C 0.42525 5.81100 4.74930
O 0.60934 6.82770 5.39112
O -1.89943 6.12805 5.16196
O 2.08604 3.14678 2.88164
H 2.50327 5.34444 4.29692
H -2.33291 3.92833 3.73094
H -1.39826 6.84723 5.59184
H 1.61739 2.40973 2.44646
```

Values from the calculation:
Multiplicity: 2
Maximum force: 1.71 eV/A
HOMO-LUMO gap (spin up / spin down): 6.783 / 6.997 eV
Expectation value of S²: 0.75
Energy: -45292.98883 eV